(1)
A structure of composition C36H28CrF5IN4O8PS. Source: the OMol25 dataset; level of theory: wB97M-V/def2-TZVPD.

Geometry as XYZ:
```
85
Properties=species:S:1:pos:R:3:forces:R:3:lowdin_spin:R:1
Cr 0.1636 0.2940 0.2676 -0.493 -0.293 0.125 2.95
O -0.5381 -3.0897 1.9799 -0.071 0.033 -0.005 0.01
C 0.3052 -2.2025 1.9096 0.006 -0.012 -0.075 0.01
O 0.0323 -0.9516 1.7852 -0.089 0.250 -0.051 0.04
C 1.7665 -2.5674 2.0136 -0.043 -0.034 -0.029 0.00
C 2.1186 -3.5160 2.9668 -0.004 0.015 0.010 0.00
C 3.4412 -3.8895 3.1362 0.003 0.010 -0.006 0.00
C 4.4210 -3.3385 2.3236 0.002 -0.003 0.013 0.00
C 4.0739 -2.4173 1.3484 0.016 -0.022 0.003 0.00
C 2.7497 -2.0148 1.1911 -0.042 0.015 -0.003 0.00
P 2.3022 -0.9157 -0.1934 0.139 -0.081 -0.055 -0.03
C 3.8849 -0.0941 -0.5879 0.022 -0.041 0.040 0.00
C 4.4614 0.7392 0.3702 0.046 0.016 0.004 0.00
C 5.6518 1.3938 0.1023 0.005 -0.002 -0.021 0.00
C 6.2846 1.2239 -1.1218 -0.009 0.003 0.011 0.00
C 5.7266 0.3809 -2.0686 -0.001 -0.002 -0.007 0.00
C 4.5340 -0.2790 -1.8035 0.001 0.004 -0.013 0.00
C 2.0580 -2.0902 -1.5770 0.043 -0.046 0.046 0.00
C 1.6560 -1.6061 -2.8225 -0.010 0.043 -0.012 0.00
C 1.4536 -2.4711 -3.8834 0.031 0.003 -0.003 0.00
C 1.6414 -3.8372 -3.7143 -0.002 0.014 -0.002 0.00
C 2.0274 -4.3278 -2.4784 -0.012 -0.018 -0.009 0.00
C 2.2333 -3.4604 -1.4125 0.028 0.032 -0.017 0.00
H 1.3341 -3.9497 3.5724 0.000 -0.003 0.003 0.00
H 3.7073 -4.6127 3.8961 -0.003 -0.007 0.002 0.00
H 5.4566 -3.6310 2.4392 0.004 -0.002 0.005 0.00
H 4.8429 -2.0141 0.7028 -0.010 0.004 0.001 0.00
H 3.9941 0.8532 1.3375 0.034 -0.019 -0.034 0.00
H 6.0853 2.0393 0.8555 0.007 0.005 0.001 0.00
H 7.2107 1.7421 -1.3333 0.008 0.002 0.000 0.00
H 6.2163 0.2312 -3.0220 0.004 0.004 -0.003 0.00
H 4.1194 -0.9345 -2.5557 -0.026 -0.016 -0.004 0.00
H 1.4898 -0.5457 -2.9664 0.002 -0.021 0.017 0.00
H 1.1453 -2.0768 -4.8432 0.000 0.001 -0.005 0.00
H 1.4887 -4.5135 -4.5459 -0.004 -0.006 -0.005 0.00
H 2.1745 -5.3910 -2.3355 0.002 -0.004 0.002 0.00
H 2.5319 -3.8639 -0.4548 0.003 0.005 0.025 0.00
C -1.8768 -4.3301 -2.0547 0.016 -0.062 -0.009 0.00
O -1.0529 -3.1938 -1.8154 -0.020 -0.071 0.016 0.00
C -1.4164 -2.2804 -0.9177 0.273 0.019 -0.149 0.00
O -0.6407 -1.3339 -0.7745 -0.435 0.191 0.222 0.01
N -2.6108 -2.4311 -0.3253 0.128 0.054 0.083 0.00
N -3.0518 -1.5876 0.7061 0.182 -0.060 0.095 0.00
H -1.3860 -4.8809 -2.8509 0.000 -0.002 0.007 0.00
H -2.8743 -4.0307 -2.3806 0.007 -0.003 -0.017 0.00
H -1.9336 -4.9619 -1.1655 -0.001 -0.003 -0.005 0.00
H -3.0484 -3.3348 -0.3305 -0.061 0.050 -0.055 0.00
H -2.3821 -1.6734 1.4718 0.062 0.021 0.031 0.00
H -2.9841 -0.6428 0.3532 -0.037 0.125 -0.009 0.00
O 2.2816 0.6372 2.5934 0.030 -0.014 0.030 0.01
C 1.8710 1.7206 2.2287 -0.106 0.136 0.020 0.01
N 1.0047 1.9213 1.1772 0.273 0.009 0.082 0.00
S 0.6526 3.5258 0.9734 -0.049 -0.047 0.081 0.00
O 1.0126 4.0174 -0.3213 0.073 -0.046 -0.082 0.00
O -0.6918 3.8151 1.4180 0.058 0.057 -0.202 0.00
C 1.7633 4.0992 2.2107 -0.020 -0.009 0.018 0.00
C 2.0557 5.3992 2.5724 0.006 -0.022 0.000 0.00
C 2.9357 5.5708 3.6333 -0.002 0.011 -0.013 0.00
C 3.4867 4.4749 4.2959 -0.009 -0.027 -0.001 0.00
C 3.1803 3.1775 3.9078 0.027 0.020 -0.009 0.00
C 2.3058 3.0102 2.8492 0.036 -0.038 -0.023 0.00
H 1.6266 6.2424 2.0490 -0.015 0.004 0.005 0.00
H 3.1994 6.5717 3.9488 -0.002 -0.001 0.007 0.00
H 4.1658 4.6419 5.1215 0.005 0.004 0.002 0.00
H 3.6030 2.3132 4.4025 0.004 -0.004 0.004 0.00
N -3.4829 2.3497 0.4301 0.061 0.149 -0.030 0.00
C -2.5262 1.9128 1.2604 0.032 -0.144 -0.100 0.00
O -1.6770 1.1194 0.8557 0.135 -0.189 0.203 0.01
C -2.6633 2.3911 2.6874 -0.037 -0.042 0.045 0.00
I -1.2634 1.5473 4.0214 -0.059 -0.047 0.027 0.00
H -3.3746 2.1453 -0.5515 0.002 -0.027 -0.037 0.00
H -4.0860 3.1065 0.6981 -0.047 -0.013 0.046 0.00
H -3.6608 2.1586 3.0543 0.012 -0.042 -0.002 0.00
H -2.5059 3.4648 2.7016 -0.036 -0.015 0.017 0.00
F 2.3323 1.8617 -1.6660 -0.080 0.077 -0.001 0.00
C 1.1118 1.8567 -2.2302 0.048 0.030 -0.030 0.01
C 0.0484 1.2571 -1.5782 0.007 0.186 -0.123 -0.04
C -1.1377 1.3084 -2.2862 0.081 0.131 -0.080 0.00
F -2.2851 0.7868 -1.7706 -0.096 -0.140 -0.065 0.00
C -1.2813 1.8928 -3.5338 0.014 -0.029 0.030 0.00
F -2.4678 1.9077 -4.1558 -0.045 0.006 -0.012 0.00
C -0.1818 2.4690 -4.1401 0.026 -0.015 0.054 0.01
F -0.2913 3.0358 -5.3417 -0.008 0.009 -0.027 0.00
C 1.0319 2.4502 -3.4780 -0.016 -0.002 0.020 0.00
F 2.1065 3.0011 -4.0490 -0.006 0.002 -0.009 0.00
```
Positions in Å, forces in eV/Å.

Results
2S+1   4
Total energy   -130362.87805 eV
Frontier orbital gap (alpha / beta)   8.7 / 9.0 eV
HOMO (alpha / beta)   -8.758 / -8.748 eV

=====

(2)
A cluster of 13 separate species, H26O13 in total at a distorted geometry. Source: the OMol25 dataset; level of theory: wB97M-V/def2-TZVPD.

Geometry as XYZ:
```
39
Properties=species:S:1:pos:R:3:forces:R:3:nbo_charge:R:1
H -0.0529 -0.7616 -0.5157 0.127 -0.008 0.319 0.50
H -1.4161 -0.1148 -0.6988 0.367 0.328 0.091 0.44
H 0.4791 2.1908 2.1923 -0.075 -0.104 0.056 0.47
H -0.0291 2.6928 0.8507 0.060 0.059 -0.492 0.49
H 0.7124 -1.1607 -2.0885 -0.060 0.061 -0.092 0.47
H 1.7605 -2.0489 -1.4383 -0.001 -0.191 0.166 0.48
H -3.2923 3.0490 0.1572 0.039 -0.014 -0.107 0.48
H -2.8868 1.5855 0.2178 0.043 0.136 0.060 0.46
H -1.2365 0.7715 1.2527 0.665 -0.349 0.263 0.49
H -1.1369 0.1261 2.6251 -0.118 -0.049 -0.101 0.45
H 3.2256 1.8389 1.0184 0.014 -0.180 -0.101 0.48
H 3.0854 2.3780 2.4326 0.164 -0.056 -0.039 0.45
H 1.4388 1.1383 -2.3630 -0.078 0.066 0.280 0.46
H 2.5005 0.1303 -1.9545 0.271 0.087 0.359 0.47
H 1.8009 -1.0218 2.1302 -0.039 0.271 -0.009 0.47
H 2.7620 -2.1738 2.3734 0.083 0.072 0.072 0.46
H -3.4045 -0.5530 -0.1879 -0.085 -0.026 0.015 0.45
H -2.2864 -1.5224 -0.5345 -0.082 -0.532 0.124 0.47
H -0.8552 2.6289 -2.0143 -0.174 -0.081 0.306 0.48
H 0.4164 3.4228 -1.7643 0.027 0.017 0.105 0.47
H 4.2882 -1.2834 -2.3718 0.230 0.031 -0.022 0.47
H 4.1819 -2.1378 -1.1193 0.121 0.057 0.160 0.47
H 0.7903 -2.6228 0.7218 -0.074 0.040 -0.063 0.47
H 0.5790 -4.1277 0.7486 -0.181 -0.018 0.102 0.46
H -5.8436 -0.9111 0.8128 -0.042 -0.137 -0.032 0.47
H -5.3898 -1.2834 -0.5891 -0.070 -0.229 0.083 0.47
O -0.4723 0.0737 -0.7513 -0.879 0.885 -0.951 -0.96
O 0.0010 1.9053 1.4055 1.013 2.169 0.059 -0.95
O 0.8133 -1.8704 -1.4441 0.850 0.184 -1.453 -0.93
O -3.1744 2.2695 -0.3973 -0.102 -0.206 0.085 -0.94
O -1.0717 -0.0742 1.6846 -1.110 -1.662 1.151 -0.96
O 3.6484 1.8199 1.8843 -0.174 0.262 0.084 -0.93
O 2.2860 1.0689 -1.9087 -0.048 0.035 -0.397 -0.94
O 2.7237 -1.2776 2.0207 -0.195 -0.395 -0.095 -0.93
O -2.9822 -1.3653 0.1137 -0.422 0.088 -0.441 -0.91
O -0.3968 3.1352 -1.3343 0.220 0.284 -0.217 -0.95
O 4.2084 -1.2203 -1.4134 -0.389 -0.172 -0.272 -0.93
O 0.3668 -3.3395 0.2360 0.098 -0.968 0.963 -0.93
O -6.1407 -1.3555 0.0108 0.007 0.243 -0.020 -0.93
```
Positions in Å, forces in eV/Å.

Results
2S+1   1
Total energy   -27037.43291 eV
ΔE to the lowest compared entry with this formula, charge and spin   435.5 kJ/mol
Frontier orbital gap   10.2 eV
HOMO   -10.226 eV

=====

(3)
The molecule C3H4S2 at a distorted geometry. Source: the OMol25 dataset; level of theory: wB97M-V/def2-TZVPD.

Geometry as XYZ:
```
9
Properties=species:S:1:pos:R:3:forces:R:3:nbo_charge:R:1
C -1.3098 -0.6242 -0.1096 -1.766 -1.562 0.722 -0.43
C 1.1356 0.3404 0.0111 0.755 0.140 -0.843 -0.57
C -0.4866 0.4117 -0.0804 4.374 -1.867 -1.312 -0.09
S -3.0201 -0.4963 -0.0757 0.136 0.445 -0.103 0.08
S 2.5925 -1.0413 -0.0946 -2.637 1.150 -0.028 0.08
H -1.0234 -1.6704 0.0099 0.770 0.416 -0.397 0.23
H 1.7611 1.1063 -0.6471 -1.956 -1.072 1.629 0.25
H 1.1148 0.5634 1.0699 1.178 0.643 0.372 0.23
H -0.7642 1.4104 -0.0835 -0.853 1.706 -0.040 0.21
```
Positions in Å, forces in eV/Å.

Results
2S+1   1
Total energy   -24841.85273 eV
ΔE to the lowest compared entry with this formula, charge and spin   365.5 kJ/mol
Frontier orbital gap (alpha / beta)   6.9 / 6.8 eV
HOMO (alpha / beta)   -8.925 / -9.171 eV